A molecular structure, C56H63N6SSbSi3Ti. Source: the OMol25 dataset; level of theory: wB97M-V/def2-TZVPD.

Each line ends with the Mulliken charge.
Atoms and positions in Å:
H (-4.191, -4.905, 1.360)  0.311
C (1.612, -2.262, 3.378)  0.868
N (1.585, -0.978, -1.466)  1.547
H (-3.533, -2.192, 1.454)  0.236
C (1.879, -3.038, 4.626)  -0.935
H (-4.451, -3.813, 2.718)  0.361
C (0.621, -5.085, -2.779)  -0.209
H (-1.014, -5.701, 1.794)  0.271
H (-0.036, -3.997, 4.616)  0.587
C (-1.833, 5.537, -1.222)  -1.271
H (2.236, -2.892, -4.093)  0.650
C (0.969, -1.032, 3.507)  -0.341
H (-0.284, -6.569, -4.033)  0.433
C (2.066, 2.402, -4.051)  0.133
C (0.976, 3.308, 0.519)  -1.413
S (-1.469, -1.420, 0.188)  0.118
H (-3.097, 0.741, 1.716)  0.007
N (-0.290, 1.201, 0.222)  1.311
C (1.774, -4.673, -2.109)  -0.652
H (-2.458, 4.062, -4.051)  0.353
C (2.021, 2.828, -0.170)  -0.798
H (4.597, 2.806, -1.849)  0.511
H (-0.234, -0.479, -3.980)  0.170
Sb (-1.443, 1.980, -1.279)  -0.953
H (3.827, -7.207, -3.035)  0.438
C (2.087, -2.075, -3.406)  -1.549
H (3.871, 4.845, -5.546)  0.414
H (-2.333, 4.125, 1.570)  -0.199
C (1.155, -4.627, 6.291)  -0.887
C (2.396, 1.205, -1.890)  1.121
H (-1.486, 5.485, 5.356)  0.424
H (0.920, 4.342, 0.831)  0.858
H (-2.156, 1.793, -4.980)  0.323
H (-3.676, -1.212, -1.462)  -0.125
N (0.745, -0.133, 2.482)  1.542
C (-0.163, 0.664, 4.436)  -1.543
Si (-2.411, 0.254, -3.026)  0.799
C (-0.852, 3.967, 3.983)  0.123
H (1.757, 4.386, -2.450)  -0.145
H (2.483, -5.528, 0.337)  0.600
H (2.787, 3.521, -0.500)  0.844
C (2.410, -0.745, -3.586)  -1.393
H (-0.643, 1.342, 5.123)  0.678
H (0.454, -1.067, 5.662)  0.573
C (1.709, 4.942, 4.388)  -0.945
C (0.616, -6.259, -3.518)  -0.909
C (0.912, -3.901, 5.134)  0.246
H (-0.558, -5.984, 0.115)  0.243
N (-3.087, -3.089, 1.348)  -0.137
C (3.982, 2.970, -2.727)  0.407
C (1.898, -3.390, 0.041)  0.336
H (-1.655, 6.542, -1.621)  0.517
C (2.436, 3.344, -5.001)  -0.876
C (1.722, -3.397, -1.344)  1.010
H (-0.828, 3.633, -4.605)  0.154
H (-4.260, -1.267, -3.132)  0.442
H (-3.529, 0.695, -5.123)  0.462
C (-3.699, -4.214, 2.044)  -1.101
H (-2.900, 5.336, -1.306)  0.237
C (-1.911, -3.003, 0.709)  0.169
H (-1.553, 5.549, -0.168)  0.278
H (-1.566, -1.585, -4.347)  0.592
H (0.798, 6.369, 5.707)  0.409
H (0.954, 5.869, -2.962)  0.522
H (-1.281, 5.325, -4.407)  0.504
H (-1.850, 3.570, 3.844)  0.429
C (-3.960, 1.013, 1.104)  -0.811
H (1.768, -7.943, -4.184)  0.407
C (1.648, -2.213, -2.067)  0.209
H (5.253, 4.498, -3.526)  0.440
H (-5.774, 3.348, -0.668)  0.460
C (-3.915, -0.602, -2.330)  -0.478
C (1.928, -2.848, 2.162)  0.405
H (2.562, -5.059, 7.853)  0.385
C (-1.264, -5.467, 0.759)  -1.088
C (2.341, -4.217, 2.078)  -1.768
H (-0.819, -1.594, -2.738)  -0.633
H (1.836, 3.479, -5.892)  0.426
C (-0.646, 5.039, 4.841)  -0.982
H (-2.973, -4.752, 2.646)  0.325
C (2.277, -4.565, 0.774)  -1.380
H (-3.966, 3.777, 2.128)  0.450
H (3.835, -5.113, -1.723)  0.551
C (0.635, 5.533, 5.039)  -0.600
H (-3.669, 2.129, -4.115)  0.276
C (2.923, -6.617, -2.956)  -0.883
H (-0.258, -3.786, 0.018)  -0.917
C (0.056, 0.912, 3.075)  -0.161
H (-0.269, -4.470, -2.720)  0.486
H (-3.717, 4.913, 0.802)  0.523
C (4.351, 3.916, -3.672)  -0.971
C (0.957, 5.075, -2.206)  -0.591
N (-1.125, -4.042, 0.471)  0.516
Ti (1.027, -0.241, 0.403)  -1.304
H (2.852, -0.282, -4.453)  0.643
C (1.767, -7.030, -3.604)  -0.509
H (2.611, -4.833, 2.920)  0.510
C (-3.360, 3.981, 1.240)  -0.688
C (0.411, -0.555, 4.714)  -1.386
C (1.503, 3.868, 3.535)  0.167
H (4.283, -3.525, 6.963)  0.406
C (3.578, 4.110, -4.808)  -0.620
C (-2.981, 1.342, -4.430)  -1.263
C (3.336, -3.633, 6.451)  -0.835
H (-4.735, 0.076, -2.096)  0.253
H (-4.576, 3.640, -1.922)  0.300
C (-1.402, 4.322, -3.984)  -1.104
Si (-0.767, 4.389, -2.231)  0.930
C (3.090, -2.906, 5.293)  0.289
C (2.370, -4.494, 6.951)  -0.433
C (-1.124, -0.955, -3.566)  0.075
H (-5.258, 2.023, -1.711)  0.274
H (1.173, 1.804, -4.200)  0.489
C (-0.012, 2.192, 2.429)  0.608
H (2.712, 5.313, 4.551)  0.441
H (-4.797, 1.255, 1.768)  0.604
N (1.710, -2.316, 0.901)  0.536
H (-4.233, 0.150, 0.498)  0.182
H (-2.258, -5.831, 0.524)  0.475
C (0.087, 2.279, 1.081)  0.140
H (1.161, 5.531, -1.237)  0.446
C (2.824, 2.215, -2.894)  -0.513
C (2.121, 1.415, -0.569)  0.374
C (2.117, -0.108, -2.370)  -0.610
Si (-3.585, 2.528, 0.087)  0.782
H (2.343, 3.397, 3.040)  0.441
C (-4.912, 2.910, -1.180)  -1.202
C (2.928, -5.444, -2.214)  0.177
H (0.398, -5.295, 6.680)  0.406
H (3.843, -2.232, 4.902)  0.515
C (0.217, 3.380, 3.311)  -0.768

Summary:
- molecular weight (Da) = 1106.114
- frontier orbital gap (alpha / beta) (eV) = 5.216 / 5.457
- HOMO energy (alpha / beta) (eV) = -8.00 / -8.88
- charge = +1
- 2S+1 = 2
- expectation value of S² = 0.893
- ΔE to the lowest compared entry with this formula, charge and spin (eV) = 2.514

---

A molecular structure, C2H9NO2 at a distorted geometry. Source: the OMol25 dataset; level of theory: wB97M-V/def2-TZVPD.

Each line ends with the Mulliken charge.
Atoms and positions in Å:
H (2.342, -0.952, 1.392)  0.257
O (-2.844, -0.554, 0.718)  -0.618
H (2.509, 0.487, -1.340)  0.269
H (-1.930, -0.633, 1.045)  0.318
H (-0.912, 0.232, -0.944)  0.445
H (2.417, -1.266, -0.848)  0.269
O (-1.014, 1.154, -1.286)  -0.646
H (-0.125, 1.517, -0.991)  0.321
C (1.879, -0.067, 0.920)  -0.333
H (2.071, 1.027, 1.381)  0.248
N (0.525, -0.355, 0.410)  -0.393
H (0.722, -0.372, -0.773)  0.136
H (-3.351, -0.444, 1.531)  0.308
C (2.028, -0.250, -0.717)  -0.580

Summary:
- molecular weight (Da) = 79.099
- frontier orbital gap (eV) = 9.109
- HOMO energy (eV) = -9.25
- 2S+1 = 1
- ΔE to the lowest compared entry with this formula, charge and spin (eV) = 5.012

---

A molecular structure, C18H18ILaO at a distorted geometry. Source: the OMol25 dataset; level of theory: wB97M-V/def2-TZVPD.

Each line ends with the Mulliken charge.
Atoms and positions in Å:
I (-0.689, -0.017, 6.173)  -0.507
La (0.277, 0.109, 3.383)  1.453
H (0.567, 2.597, 0.647)  0.495
H (0.486, -2.262, 0.580)  0.454
C (0.929, 1.207, -5.752)  -0.349
H (1.244, -2.154, 4.851)  0.683
C (0.387, 2.539, 3.972)  -0.664
C (0.831, -0.985, -4.767)  -0.638
C (-0.131, -0.510, -3.848)  0.731
C (1.286, -0.150, -5.772)  -0.463
H (-0.307, -2.437, -2.880)  0.356
C (0.292, 2.512, 1.680)  -0.278
H (-1.975, -1.478, -0.879)  0.212
C (-0.978, 2.337, 3.578)  -0.969
H (2.448, -2.304, 2.412)  0.461
C (-0.649, -2.290, 3.693)  -1.159
H (1.898, -0.577, -6.562)  0.361
H (1.157, -2.016, -4.642)  0.321
C (-0.490, -1.366, -2.688)  0.062
C (0.052, 1.714, -4.778)  -0.582
C (-0.435, 0.870, -3.781)  -0.374
C (0.765, -2.326, 3.895)  -0.704
H (-1.387, -2.163, 4.473)  0.658
C (-1.576, -0.903, -1.717)  -0.449
H (0.773, 2.357, 4.968)  0.674
H (-1.020, 1.246, -2.940)  0.237
H (-1.915, 2.247, 1.549)  0.483
O (-0.122, -0.699, -1.535)  -0.376
H (-1.875, -2.283, 1.827)  0.479
H (-0.291, 2.752, -4.799)  0.344
C (0.351, -2.262, 1.648)  -0.012
C (1.176, 2.620, 2.784)  -0.809
H (-1.782, 2.056, 4.244)  0.640
H (2.252, 2.670, 2.748)  0.482
H (-2.273, -0.266, -2.273)  0.252
H (1.269, 1.849, -6.566)  0.336
C (1.384, -2.303, 2.613)  -0.970
C (-1.027, 2.328, 2.159)  -0.476
C (-0.899, -2.259, 2.302)  -0.397

Summary:
- molecular weight (Da) = 516.151
- frontier orbital gap (eV) = 7.936
- HOMO energy (eV) = -8.40
- 2S+1 = 1
- ΔE to the lowest compared entry with this formula, charge and spin (eV) = 0.000

---

3 unconnected molecules or ions with the total composition C3H5NO2 at a distorted geometry. Source: the OMol25 dataset; level of theory: wB97M-V/def2-TZVPD.

Each line ends with the Mulliken charge.
Atoms and positions in Å:
N (3.010, 0.838, -0.207)  -0.376
C (-0.980, 1.352, 0.661)  -0.074
H (-0.683, 2.322, 1.092)  0.269
H (-0.848, 1.226, -0.430)  0.236
H (1.357, -0.342, -1.145)  0.303
H (-1.895, -1.850, 0.005)  0.289
C (2.176, 0.221, -0.714)  0.123
O (-0.467, -1.049, -1.176)  -0.525
H (-0.164, -1.731, 0.712)  0.260
O (-1.413, 0.458, 1.348)  -0.411
C (-0.848, -1.542, -0.134)  -0.093

Summary:
- molecular weight (Da) = 87.078
- frontier orbital gap (eV) = 11.094
- HOMO energy (eV) = -10.81
- 2S+1 = 1
- SMILES string = C#N.C=O.C=O
- ΔE to the lowest compared entry with this formula, charge and spin (eV) = 2.977

---

3 unconnected molecules or ions with the total composition C38H56BF2NO11Si at a distorted geometry. Source: the OMol25 dataset; level of theory: wB97M-V/def2-TZVPD.

Each line ends with the Mulliken charge.
Atoms and positions in Å:
C (5.144, 1.102, 2.519)  -2.089
O (4.946, -1.646, -2.699)  -0.612
C (-1.556, -3.105, 1.370)  -0.578
H (4.526, -2.292, 2.482)  0.257
O (-3.518, -1.483, -3.284)  -0.558
H (2.893, 4.356, -0.042)  0.637
H (-3.591, -2.317, 0.790)  0.418
H (-5.813, -4.878, -5.167)  0.160
H (3.684, 2.879, 3.666)  0.765
C (3.008, -2.225, 0.675)  -1.317
H (-1.213, 6.063, 2.879)  0.198
H (3.225, 1.255, 4.197)  0.693
C (-1.974, -1.635, -0.638)  -0.566
H (7.093, -0.051, 4.365)  0.397
C (-8.777, -6.560, -2.756)  -1.059
H (-4.659, -5.984, -5.941)  0.396
C (3.045, 1.992, 3.363)  -2.271
C (-2.498, -2.360, 0.551)  -0.559
O (2.118, -2.459, -1.626)  -0.625
Si (1.746, 6.436, 2.032)  0.408
H (-2.693, -1.057, -1.257)  0.525
C (0.145, 5.506, -0.350)  -0.157
C (-1.109, 5.823, 1.792)  -0.249
H (-1.932, -3.650, 2.272)  0.319
H (2.140, 6.372, 4.512)  0.344
C (-9.394, -3.739, -3.036)  -0.382
O (1.059, 1.999, 4.456)  -0.495
C (-7.781, -5.482, -2.414)  0.785
C (-4.756, -5.134, -5.262)  -0.807
C (1.742, 0.771, -0.861)  -2.063
H (-1.146, 4.827, -2.101)  0.347
O (1.711, 2.470, 3.331)  -0.081
O (-4.152, -2.801, -4.939)  -0.370
H (-3.359, 4.785, -0.778)  0.380
C (-3.971, -3.946, -5.780)  -0.458
O (-8.176, -4.197, -2.437)  -0.341
C (-2.361, 5.425, 1.121)  -0.513
H (1.032, 1.447, -1.407)  0.243
C (3.785, -0.842, 0.872)  1.589
C (1.225, 6.567, 3.883)  -1.176
C (6.810, -0.587, 3.413)  -1.580
N (2.940, 0.280, 1.404)  1.955
H (-3.150, -4.192, -2.503)  0.227
H (-11.464, -3.439, -2.513)  0.354
C (1.927, -2.347, -0.424)  -0.477
H (3.745, -3.068, 0.479)  0.747
H (2.294, 8.219, 0.356)  0.317
H (-2.190, -4.351, -3.997)  0.357
H (-3.326, 5.409, 1.691)  0.315
C (0.404, -2.435, -0.031)  0.705
C (5.256, -0.357, 3.102)  0.943
F (5.028, 3.453, 1.686)  -0.418
H (5.840, -1.664, 1.460)  0.451
H (7.031, -1.685, 3.540)  0.386
H (4.068, 5.781, 1.489)  0.434
H (1.803, 3.695, 1.212)  -0.043
C (2.870, 3.926, 1.003)  -1.001
H (-8.239, -7.391, -3.213)  0.297
C (-0.527, -1.683, -0.903)  -0.632
H (-1.703, -3.199, -2.783)  -0.160
H (-9.532, -6.250, -3.475)  0.363
H (1.073, 5.497, -0.966)  0.242
C (-2.573, -3.652, -3.256)  -0.404
O (2.338, -0.962, 3.494)  -0.752
C (-3.423, -2.552, -3.836)  0.656
H (0.614, -3.712, 1.771)  0.383
H (5.654, 0.000, 0.031)  0.156
O (6.025, -2.742, -0.847)  -0.685
H (4.738, -0.502, 4.080)  0.438
H (7.444, -0.213, 2.566)  0.337
H (-9.586, -4.258, -3.977)  0.325
C (3.668, 1.480, 1.977)  1.546
C (-0.106, -3.164, 1.126)  -0.113
H (0.471, 5.791, 4.175)  0.299
B (5.221, -1.645, -1.322)  1.153
C (4.702, -0.471, -0.364)  -1.158
H (0.826, 7.604, 4.034)  0.261
H (-9.231, -2.691, -3.289)  0.337
C (-1.106, 5.103, -1.016)  -0.663
H (-4.415, -5.442, -4.273)  0.279
H (-0.182, -1.099, -1.792)  0.362
F (4.412, 2.564, -0.202)  -0.373
C (1.957, -0.330, 2.439)  0.573
H (3.446, 4.907, 2.985)  0.038
H (2.573, -2.634, 1.636)  0.838
C (4.877, -1.359, 1.949)  -2.136
H (5.167, -2.529, -3.051)  0.304
H (0.135, 1.795, 4.206)  0.338
H (4.285, 0.274, -1.084)  -0.015
H (-9.259, -6.906, -1.841)  0.270
H (-10.335, -3.291, -1.151)  0.299
H (-10.743, -4.878, -1.776)  0.269
H (1.288, 8.845, 1.715)  0.301
H (5.947, 1.219, 1.756)  0.470
O (0.737, -0.316, 2.233)  -0.568
C (3.209, 5.193, 1.930)  -0.392
H (-4.352, -3.663, -6.762)  0.314
C (0.191, 5.897, 1.075)  0.720
H (2.278, 0.047, -1.533)  0.217
H (3.093, 8.540, 2.030)  0.319
H (5.437, 1.764, 3.385)  0.421
H (6.914, -2.662, -1.245)  0.301
H (-2.911, -4.172, -5.913)  0.369
C (2.185, 8.201, 1.471)  -1.091
C (3.913, 2.752, 1.103)  0.747
C (-2.396, 5.058, -0.295)  -0.499
C (-10.554, -3.844, -2.067)  -0.973
C (1.966, 0.889, 0.453)  0.536
H (1.339, 1.682, 0.943)  0.871
O (-6.668, -5.761, -2.049)  -0.547

Summary:
- molecular weight (Da) = 779.756
- frontier orbital gap (eV) = 8.649
- HOMO energy (eV) = -8.38
- 2S+1 = 1
- SMILES string = C=C[N@@+]1(C(=O)[O-])[C@](CB(O)O)(CC(=O)c2ccccc2)C[C@@H](C)C[C@@]1(COO)C(F)(F)CC[Si](C)(C)c1ccccc1.CCOC(C)=O.CCOC(C)=O
- ΔE to the lowest compared entry with this formula, charge and spin (eV) = 4.892